[1]
This record from the OMol25 dataset describes the molecule C3H5N3 in a non-equilibrium geometry. The level of theory is wB97M-V/def2-TZVPD.

As for the HOMO energy: -7.8 eV. Its electronic energy is -281.40175 a.u. The value obtained for the energy above the lowest of the compared OMol25 structures with the same formula, charge and spin is 5.124 eV.

XYZ file:
```
11
Properties=species:S:1:pos:R:3:forces:R:3
C 1.1696 0.0959 0.4374 0.22 0.67 1.90
C -1.0647 0.0481 -0.5761 -2.72 1.36 -1.33
C 0.0761 -0.5838 -0.0623 0.00 -2.09 -0.32
N -0.1072 -1.8860 0.0091 1.33 0.89 0.99
N 2.1751 0.6155 -0.1617 -1.30 -1.47 -1.84
N -1.9069 0.7197 0.1909 2.53 -1.09 0.64
H -1.0767 -2.0690 -0.1658 -0.72 -0.38 -0.72
H 2.8701 0.9493 0.4542 1.18 0.80 -0.20
H 2.2698 0.4159 -1.1809 0.84 0.62 0.94
H -2.8705 0.7850 -0.0792 -0.05 0.63 0.09
H -1.5347 0.9094 1.1344 -1.31 0.07 -0.13
```
Forces are in eV/Å.

***

[2]
This record from the OMol25 dataset describes the molecule C3H5N3 in a non-equilibrium geometry. The level of theory is wB97M-V/def2-TZVPD.

As for the HOMO energy: -9.3 eV. Its electronic energy is -281.35179 a.u. The value obtained for the energy above the lowest of the compared OMol25 structures with the same formula, charge and spin is 6.483 eV. The SMILES is C#CN/N=N/C.

XYZ file:
```
11
Properties=species:S:1:pos:R:3:forces:R:3
C -3.3399 0.5663 -0.0466 3.23 -1.71 0.82
C -2.2986 -0.0728 0.0720 2.14 -1.83 -0.45
N -0.8647 -0.9794 0.1026 -7.29 3.97 1.98
N 0.0920 -0.1015 0.1501 4.68 1.38 -0.31
N 1.2496 -0.5667 -0.0284 -3.15 -2.55 -0.79
C 2.3642 0.2828 -0.0125 -2.94 2.08 -0.56
H -4.1004 1.2283 0.2431 -0.76 0.33 -0.23
H -1.0172 -1.7267 -0.4942 0.67 -1.74 -1.70
H 2.0537 1.1286 0.5646 0.43 1.45 -0.21
H 2.7413 0.4007 -1.0038 -0.13 0.80 -0.89
H 3.1201 -0.1596 0.4532 3.11 -2.18 2.34
```
Forces are in eV/Å.

***

[3]
This record from the OMol25 dataset describes a 2-piece molecular cluster, C3H5N3 overall in a non-equilibrium geometry. The level of theory is wB97M-V/def2-TZVPD.

As for the HOMO energy: -9.2 eV. Its electronic energy is -281.46039 a.u. The value obtained for the energy above the lowest of the compared OMol25 structures with the same formula, charge and spin is 3.528 eV.

XYZ file:
```
11
Properties=species:S:1:pos:R:3:forces:R:3
C -2.0962 -0.6382 0.1097 -0.03 0.02 0.05
C -1.3086 -0.8619 -1.1006 0.54 -0.13 -0.82
N -0.6640 -1.0089 -2.0500 -0.66 0.14 0.93
N 3.1858 0.4288 1.1026 -0.20 0.11 -0.13
N 2.1605 0.7404 0.4836 -0.42 0.10 -0.13
C 1.0759 0.9425 0.0255 0.67 -0.12 0.20
H -1.4716 -0.1327 0.8525 -0.09 -0.09 -0.11
H -2.9590 -0.0080 -0.1202 0.12 -0.09 0.02
H -2.4473 -1.5899 0.5159 0.07 0.12 -0.07
H 3.7640 1.2653 1.2171 -0.05 -0.06 -0.01
H 0.7708 0.9004 -1.0112 0.06 -0.01 0.07
```
Forces are in eV/Å.

***

[4]
This record from the OMol25 dataset describes the molecule C3H5N3. The level of theory is wB97M-V/def2-TZVPD.

As for the HOMO energy: -9.6 eV. Its electronic energy is -281.44111 a.u. The value obtained for the energy above the lowest of the compared OMol25 structures with the same formula, charge and spin is 4.053 eV. The SMILES is C/N=C/N1C=N1.

XYZ file:
```
11
Properties=species:S:1:pos:R:3:forces:R:3
C -1.9460 -0.0264 0.2295 -0.17 0.03 0.08
N -0.5557 -0.3579 0.0138 0.29 0.35 -0.18
C 0.2362 0.5500 -0.3454 -0.20 -0.30 0.05
N 1.5737 0.2842 -0.7777 -0.19 0.40 -0.13
C 2.4381 -0.3522 0.1327 -0.10 -0.26 -0.17
N 1.9514 -1.2516 -0.5629 0.40 0.13 0.39
H -2.5533 -0.6553 -0.4316 0.07 0.14 0.13
H -2.2226 -0.2790 1.2579 0.02 0.03 -0.13
H -2.1947 1.0302 0.0400 0.08 -0.14 0.04
H -0.0267 1.6112 -0.4817 0.03 -0.23 0.02
H 3.1562 -0.0990 0.9065 -0.24 -0.14 -0.08
```
Forces are in eV/Å.

***

[5]
This record from the OMol25 dataset describes the molecule C3H5N3. The level of theory is wB97M-V/def2-TZVPD.

As for the HOMO energy: -8.2 eV. Its electronic energy is -281.54141 a.u. The value obtained for the energy above the lowest of the compared OMol25 structures with the same formula, charge and spin is 1.323 eV.

XYZ file:
```
11
Properties=species:S:1:pos:R:3:forces:R:3
N 1.8069 -0.4544 -0.1881 -0.08 0.00 0.05
C 0.4428 -0.1527 -0.0384 -0.12 0.25 -0.10
C -0.2692 0.9459 -0.3726 0.08 0.13 0.11
N -1.5929 0.6624 -0.0151 -0.22 -0.11 0.00
C -1.7775 -0.5687 0.5126 0.44 0.24 -0.47
N -0.4802 -1.0437 0.4978 -0.18 -0.45 -0.23
H 2.2357 -0.8451 0.6434 -0.22 0.01 -0.03
H 2.3433 0.3603 -0.4656 -0.17 -0.17 -0.04
H 0.0395 1.8936 -0.7864 -0.01 -0.13 0.10
H -2.3771 1.2497 -0.2462 0.15 0.02 0.18
H -0.3714 -2.0474 0.4586 0.34 0.20 0.45
```
Forces are in eV/Å.

***

[6]
This record from the OMol25 dataset describes the molecule C3H5N3. The level of theory is wB97M-V/def2-TZVPD.

As for the HOMO energy: -9.6 eV. Its electronic energy is -281.44071 a.u. The value obtained for the energy above the lowest of the compared OMol25 structures with the same formula, charge and spin is 4.064 eV. The SMILES is C/N=C/N1C=N1.

XYZ file:
```
11
Properties=species:S:1:pos:R:3:forces:R:3
C 1.8894 -0.0875 0.4761 0.20 -0.05 0.02
N 0.4679 0.1687 0.4398 -0.28 0.02 -0.40
C -0.1493 0.0653 -0.6504 0.23 -0.04 0.28
N -1.4980 0.4990 -0.8284 0.16 0.00 -0.24
C -2.4904 -0.0650 -0.0004 0.05 0.36 0.45
N -2.1128 0.9630 0.5715 -0.40 -0.28 -0.10
H 2.3880 0.8137 0.8502 -0.05 -0.16 -0.05
H 2.0979 -0.8890 1.1924 -0.03 0.11 -0.11
H 2.3336 -0.3478 -0.4980 -0.14 -0.01 0.12
H 0.2906 -0.2530 -1.6055 0.01 0.05 0.13
H -3.2170 -0.8674 0.0528 0.26 0.00 -0.08
```
Forces are in eV/Å.

***

[7]
This record from the OMol25 dataset describes the molecule C3H5N3. The level of theory is wB97M-V/def2-TZVPD.

As for the HOMO energy: -8.8 eV. Its electronic energy is -281.44908 a.u. The value obtained for the energy above the lowest of the compared OMol25 structures with the same formula, charge and spin is 3.836 eV.

XYZ file:
```
11
Properties=species:S:1:pos:R:3:forces:R:3
C -1.6854 0.2015 0.0250 -0.23 0.04 0.00
N -0.2616 -0.0245 0.0600 0.22 0.27 -0.01
C 0.5540 0.9455 0.0024 -0.32 -0.09 -0.02
N 1.9474 0.7572 -0.0694 -0.01 -0.06 -0.01
N 2.1268 -0.4966 -0.1007 -0.22 -0.68 -0.05
C 1.6886 -1.5905 -0.2384 0.46 0.64 0.11
H -2.1072 -0.3210 -0.8400 0.04 0.08 0.11
H -1.9763 1.2596 -0.0365 0.10 -0.08 0.01
H -2.1477 -0.2357 0.9159 0.06 0.07 -0.09
H 0.2849 2.0030 -0.0228 -0.07 -0.12 0.00
H 1.5970 -2.5110 0.3019 -0.02 -0.07 -0.03
```
Forces are in eV/Å.

***

[8]
This record from the OMol25 dataset describes the molecule C3H5N3. The level of theory is wB97M-V/def2-TZVPD.

As for the HOMO energy: -9.5 eV. Its electronic energy is -281.50429 a.u. The value obtained for the energy above the lowest of the compared OMol25 structures with the same formula, charge and spin is 2.334 eV. The SMILES is [H]/N=C/[C@@H]1N=C1N.

XYZ file:
```
11
Properties=species:S:1:pos:R:3:forces:R:3
H -3.3551 0.2696 0.1183 0.02 0.16 0.05
N -2.5199 0.5548 -0.3921 0.14 -0.03 0.41
C -1.4714 0.2692 0.2633 -0.10 0.04 -0.15
C -0.1699 0.3993 -0.4458 -0.21 0.15 -0.17
N 0.3097 -1.0127 -0.8257 0.52 0.14 0.06
C 1.0406 -0.3021 -0.0895 -0.18 -0.37 -0.32
N 2.2461 -0.3787 0.5194 0.00 0.00 0.08
H -1.4624 -0.2143 1.2498 -0.03 0.04 -0.15
H -0.1551 1.1656 -1.2240 -0.06 -0.22 0.04
H 2.7679 -1.2049 0.2569 0.05 0.13 0.03
H 2.7941 0.4661 0.5769 -0.16 -0.04 0.12
```
Forces are in eV/Å.

***

[9]
This record from the OMol25 dataset describes C3H5N3 as an isolated structure in a non-equilibrium geometry. The level of theory is wB97M-V/def2-TZVPD.

As for the HOMO energy: -9.7 eV. Its electronic energy is -281.42145 a.u. The value obtained for the energy above the lowest of the compared OMol25 structures with the same formula, charge and spin is 4.588 eV.

XYZ file:
```
11
Properties=species:S:1:pos:R:3:forces:R:3
N 0.4726 -2.1762 -0.5190 0.26 0.15 -0.32
C 0.0686 -0.9264 -0.1683 -0.16 0.29 0.10
C 0.7328 0.1590 0.5754 0.14 0.15 -0.03
N 0.2411 1.4877 0.2817 -0.36 0.22 -0.21
C -0.8000 1.5793 -0.4330 0.10 0.14 0.08
N -1.0879 -1.2414 -0.5212 0.83 -1.21 0.41
H 0.8639 -2.5898 0.3463 -0.96 -0.44 -0.06
H 0.5990 -0.0438 1.6485 0.05 0.07 -0.18
H 1.8057 0.0817 0.3706 -0.08 0.23 0.04
H -1.1951 2.5631 -0.6718 0.10 0.06 0.08
H -1.3499 0.7237 -0.8502 0.08 0.33 0.08
```
Forces are in eV/Å.

***

[10]
This record from the OMol25 dataset describes the molecule C3H5N3 in a non-equilibrium geometry. The level of theory is wB97M-V/def2-TZVPD.

As for the HOMO energy: -9.1 eV. Its electronic energy is -281.49662 a.u. The value obtained for the energy above the lowest of the compared OMol25 structures with the same formula, charge and spin is 2.542 eV. The SMILES is CN/N=C\C#N.

XYZ file:
```
11
Properties=species:S:1:pos:R:3:forces:R:3
C -1.7943 -0.4512 0.0186 -0.67 2.66 -1.30
N -0.3725 -0.1336 -0.1567 0.78 -1.65 0.31
N 0.2039 1.0937 -0.1594 -2.45 -1.16 0.97
C 1.4650 1.1333 0.0253 0.36 1.42 0.04
C 2.1026 -0.1216 0.0127 3.88 -2.42 -0.08
N 2.7551 -1.0949 -0.0865 -1.88 2.08 0.35
H -1.9437 -1.5122 0.1100 0.30 -0.43 -0.54
H -2.2886 -0.0466 0.9145 0.56 0.29 -0.05
H -2.3199 0.0161 -0.8761 0.17 -1.01 1.09
H 0.2052 -1.0086 -0.0015 -0.38 1.84 -0.21
H 1.9873 2.1255 0.1991 -0.66 -1.61 -0.57
```
Forces are in eV/Å.